{"formula": "C35H36Cl2N2RuS3Sb", "method": "ωB97M-V/def2-TZVPD", "total_charge": 3, "lumo_ev": -10.848, "homo_ev": -15.11, "relative_energy_kcal_mol": 0.00, "homo_lumo_gap_ev": 4.263, "species": ["Ru", "Cl", "C", "C", "C", "C", "C", "Cl", "C", "S", "H", "H", "H", "S", "C", "C", "C", "C", "C", "C", "N", "C", "C", "C", "C", "C", "C", "C", "C", "N", "C", "C", "C", "C", "C", "S", "C", "H", "H", "H", "H", "H", "H", "H", "H", "H", "H", "H", "H", "C", "C", "C", "Sb", "C", "C", "C", "C", "C", "C", "H", "H", "H", "H", "H", "H", "H", "H", "H", "H", "H", "H", "H", "H", "H", "H", "H", "H", "H", "H", "H"], "coordinates": [[0.480, 0.705, 0.288], [2.871, 0.866, 0.718], [3.388, 2.062, -0.464], [4.706, 2.443, -0.498], [5.069, 3.398, -1.448], [4.141, 3.938, -2.326], [2.817, 3.535, -2.269], [1.665, 4.180, -3.364], [2.419, 2.583, -1.319], [0.745, 2.094, -1.227], [5.433, 2.028, 0.186], [6.100, 3.723, -1.499], [4.439, 4.675, -3.059], [-3.618, -0.680, -3.617], [-4.991, -0.545, -4.624], [-5.979, 0.181, -4.035], [-5.623, 0.638, -2.742], [-4.357, 0.269, -2.377], [-3.663, 0.554, -1.127], [-2.256, 0.545, -1.087], [-1.559, 0.742, 0.022], [-2.224, 1.002, 1.177], [-3.617, 1.065, 1.239], [-4.231, 1.335, 2.512], [-3.484, 1.506, 3.624], [-2.047, 1.431, 3.574], [-1.213, 1.605, 4.687], [0.169, 1.522, 4.564], [0.686, 1.254, 3.286], [-0.085, 1.094, 2.208], [-1.440, 1.186, 2.344], [1.080, 1.692, 5.688], [2.371, 2.161, 5.654], [2.959, 2.228, 6.936], [2.110, 1.804, 7.916], [0.597, 1.331, 7.300], [-4.331, 0.824, 0.057], [-4.996, -1.013, -5.595], [-6.927, 0.385, -4.509], [-6.271, 1.249, -2.130], [-1.691, 0.385, -1.997], [-5.311, 1.393, 2.562], [-3.956, 1.703, 4.578], [-1.654, 1.825, 5.652], [1.754, 1.163, 3.150], [2.869, 2.492, 4.753], [3.960, 2.582, 7.130], [2.298, 1.743, 8.976], [-5.414, 0.827, 0.079], [-1.111, -2.585, 0.763], [-0.866, -2.690, -0.741], [-0.620, -4.136, -1.161], [0.803, -1.431, -1.301], [2.677, -2.319, -0.712], [2.653, -2.759, 0.747], [3.027, -3.459, -1.667], [0.988, -1.138, -3.451], [0.438, -2.403, -4.111], [0.380, 0.124, -4.027], [-1.987, -3.183, 1.022], [-1.309, -1.566, 1.101], [-0.272, -2.985, 1.333], [-1.705, -2.269, -1.303], [0.228, -4.569, -0.627], [-0.464, -4.259, -2.230], [-1.501, -4.722, -0.891], [3.384, -1.499, -0.850], [1.973, -3.598, 0.901], [2.365, -1.958, 1.433], [3.649, -3.097, 1.038], [2.320, -4.286, -1.591], [4.010, -3.850, -1.399], [3.082, -3.138, -2.707], [2.076, -1.108, -3.554], [-0.641, -2.497, -3.973], [0.921, -3.313, -3.756], [0.626, -2.336, -5.184], [-0.704, 0.162, -3.910], [0.575, 0.122, -5.102], [0.826, 1.039, -3.639]], "atomic_forces_ev_per_a": [[-0.003, -0.090, 0.130], [-0.019, -0.016, -0.019], [-0.018, 0.011, -0.001], [-0.055, -0.004, 0.006], [0.018, 0.021, -0.032], [0.021, 0.005, 0.009], [-0.047, 0.014, -0.043], [0.029, -0.006, 0.025], [-0.047, -0.088, 0.018], [0.085, 0.194, -0.054], [0.003, -0.004, -0.001], [-0.002, 0.005, -0.001], [0.005, 0.001, 0.001], [0.028, 0.057, -0.006], [0.000, -0.015, -0.012], [-0.018, -0.016, 0.024], [0.046, 0.083, -0.035], [-0.013, -0.078, 0.020], [0.020, -0.021, -0.015], [-0.080, 0.005, 0.017], [-0.016, -0.008, -0.019], [0.000, 0.012, -0.007], [0.010, 0.000, -0.003], [0.000, 0.001, 0.029], [-0.008, 0.000, -0.009], [0.001, 0.000, -0.015], [0.027, -0.001, -0.007], [0.000, -0.017, 0.024], [0.017, -0.005, 0.005], [0.020, 0.039, 0.038], [-0.012, -0.019, -0.020], [-0.010, 0.011, -0.014], [-0.026, -0.003, 0.015], [0.015, -0.008, -0.017], [-0.009, 0.010, 0.013], [0.002, 0.000, -0.008], [0.011, -0.007, -0.007], [-0.007, -0.013, 0.005], [-0.004, -0.004, 0.002], [-0.009, 0.002, -0.001], [0.015, -0.007, -0.027], [0.001, -0.003, -0.001], [-0.001, 0.003, -0.001], [-0.007, -0.002, 0.001], [-0.007, 0.008, 0.000], [0.011, 0.006, -0.001], [0.001, -0.004, 0.000], [0.001, -0.002, 0.000], [-0.006, -0.002, 0.005], [0.017, 0.006, -0.010], [0.010, 0.020, 0.009], [0.015, -0.016, 0.018], [0.069, 0.008, -0.037], [-0.067, -0.046, 0.008], [-0.020, -0.002, 0.010], [-0.011, -0.015, -0.019], [0.013, -0.073, 0.056], [-0.007, 0.007, -0.027], [0.024, -0.034, -0.063], [-0.005, 0.003, -0.004], [-0.008, 0.014, -0.007], [-0.005, 0.001, 0.005], [-0.004, -0.020, 0.028], [-0.024, -0.003, -0.010], [-0.005, 0.005, 0.004], [0.001, -0.006, -0.005], [0.035, 0.016, -0.004], [0.009, 0.006, -0.005], [0.002, -0.004, 0.004], [0.006, 0.004, -0.001], [0.020, 0.006, -0.012], [0.007, 0.007, 0.008], [0.013, -0.006, 0.002], [-0.006, 0.013, -0.003], [-0.005, 0.011, 0.004], [-0.001, 0.004, -0.002], [-0.003, -0.007, -0.001], [-0.026, 0.002, 0.009], [-0.006, 0.027, -0.001], [0.003, 0.029, 0.034]], "mulliken_charge": [0.23, -0.08, 0.52, -0.92, -0.44, -0.71, 0.03, -0.11, 0.68, -0.07, 0.53, 0.45, 0.48, 0.06, -0.53, -0.60, -0.59, 0.18, 0.44, -0.48, 0.49, -0.55, 0.77, -1.12, -1.17, 0.52, -0.42, 0.37, -0.24, 0.15, 0.08, 0.09, -0.58, -0.54, -0.40, -0.10, -0.88, 0.45, 0.44, 0.43, 0.45, 0.51, 0.52, 0.58, 0.52, 0.45, 0.42, 0.45, 0.57, -1.09, 0.84, -1.37, 0.41, 0.49, -1.37, -1.24, 0.51, -1.43, -1.14, 0.52, 0.12, 0.25, 0.04, 0.30, 0.35, 0.49, 0.34, 0.28, 0.28, 0.48, 0.25, 0.49, 0.35, 0.55, 0.28, 0.34, 0.52, 0.14, 0.52, 0.19]}